{"formula": "C11H23ClNO2P2Pd", "method": "ωB97M-V with the def2-TZVPD basis set", "s_squared": 6.0182, "total_charge": 3, "gap_ev": [9.4, 3.6], "e_homo_ev": [-19.489, -19.466], "fmax_ha_per_bohr": 0.088, "lumo_ha": [-0.370, -0.583], "spin_multiplicity": 5, "energy_ev": -51912.535, "species": ["Pd", "P", "C", "C", "N", "C", "C", "C", "C", "C", "P", "H", "H", "H", "H", "H", "H", "H", "H", "O", "H", "H", "O", "H", "C", "H", "H", "H", "C", "H", "H", "H", "C", "H", "H", "H", "C", "H", "H", "H", "Cl"], "coordinates": [[-0.0810, 0.0612, 0.1787], [1.9141, 1.0233, 0.4188], [3.1254, 0.2227, -0.6937], [2.7548, -1.1984, -0.9993], [1.4555, -1.4964, -0.9532], [0.9859, -2.6894, -1.2915], [1.8723, -3.6988, -1.7096], [3.2398, -3.4162, -1.7690], [3.6918, -2.1530, -1.4010], [-0.5096, -2.9033, -1.2328], [-1.3535, -1.2750, -1.2131], [4.7462, -1.8771, -1.4232], [1.4754, -4.6685, -1.9843], [3.9472, -4.1775, -2.0989], [-0.8261, -3.4846, -2.1058], [-0.7824, -3.4337, -0.3110], [3.0869, 0.7441, -1.6617], [4.1845, 0.4043, -0.4344], [1.8939, 1.5464, -3.1008], [2.7127, 1.1138, -3.3899], [3.3148, 1.8694, -3.6052], [-0.0327, 1.3687, -1.8738], [0.1964, 2.0694, -2.4964], [-0.3846, 1.9133, -3.2492], [-1.5030, -0.8705, -2.9699], [-1.9529, -1.7181, -3.5025], [-2.1457, 0.0131, -3.0713], [-0.5171, -0.6510, -3.3967], [-3.0384, -1.5943, -0.6286], [-3.6066, -0.6604, -0.7365], [-3.5214, -2.3958, -1.2071], [-2.9817, -1.8534, 0.4368], [2.3373, 0.8012, 2.1625], [3.3858, 1.0391, 2.3777], [1.6608, 1.4612, 2.7223], [2.0773, -0.2178, 2.4677], [2.0619, 2.7876, 0.1150], [1.4570, 3.2764, 0.8864], [3.1106, 3.0996, 0.1903], [1.6510, 3.0386, -0.8679], [-0.5741, -1.4262, 1.9195]]}